# 1
{
  "formula": "C33H44N4SSbY",
  "method": "wB97M-V/def2-TZVPD",
  "total_charge": 2,
  "largest_force_ev_per_a": 1.4,
  "gap_ha": 0.3106,
  "spin_multiplicity": 1,
  "e_above_lowest_ev": 1.745,
  "energy_ha": -2179.2494,
  "elements": ["Y", "C", "C", "N", "C", "C", "N", "C", "C", "C", "N", "C", "C", "N", "C", "H", "H", "H", "H", "H", "H", "H", "H", "H", "H", "H", "H", "H", "H", "H", "H", "H", "H", "H", "H", "H", "H", "H", "H", "C", "C", "C", "C", "C", "H", "H", "H", "H", "H", "S", "Sb", "C", "C", "C", "C", "C", "C", "C", "C", "C", "C", "C", "C", "C", "C", "C", "C", "C", "C", "H", "H", "H", "H", "H", "H", "H", "H", "H", "H", "H", "H", "H", "H", "H"],
  "xyz": [[-0.12904, -0.39120, 1.05742], [0.32346, -1.75620, 4.44702], [1.70126, -1.38680, 3.88102], [1.71186, -0.35240, 2.81462], [1.90936, 1.02230, 3.33032], [0.59596, 1.67040, 3.76992], [-0.34494, 1.70270, 2.63562], [-1.72494, 2.07370, 3.03212], [-2.67144, 0.86400, 3.08782], [-3.35694, 0.50550, 1.75632], [-2.63994, -0.51970, 0.95642], [-3.09234, -1.90610, 1.19862], [-2.47934, -2.49560, 2.46972], [-1.00494, -2.44310, 2.41572], [-0.38764, -2.88030, 3.68872], [-0.32914, -0.88610, 4.52052], [0.48306, -2.12570, 5.46082], [2.14666, -2.29380, 3.46142], [2.34196, -1.05280, 4.70592], [2.55246, -0.56070, 2.27042], [2.34106, 1.62430, 2.52182], [2.61016, 1.03160, 4.17492], [0.81316, 2.67760, 4.14822], [0.15246, 1.10020, 4.58682], [-0.02144, 2.44900, 2.01702], [-2.10824, 2.80840, 2.31842], [-1.70104, 2.54870, 4.01932], [-3.45174, 1.08990, 3.81652], [-2.10874, 0.00280, 3.45532], [-3.42984, 1.41300, 1.14902], [-4.38074, 0.16590, 1.95942], [-2.87154, -0.30870, -0.01718], [-2.78394, -2.51120, 0.33862], [-4.18604, -1.96590, 1.27032], [-2.83854, -3.52750, 2.56702], [-2.82574, -1.94110, 3.34562], [-0.71514, -3.13570, 1.70582], [0.33986, -3.67100, 3.48842], [-1.15634, -3.31160, 4.34012], [1.85136, -3.51160, 0.74332], [0.59376, -3.98780, 0.28842], [0.02366, -3.02710, -0.51618], [0.88826, -1.86560, -0.53158], [2.06296, -2.25490, 0.23172], [2.53266, -4.06980, 1.35762], [0.20076, -4.97040, 0.48332], [-0.86844, -3.14310, -1.11418], [1.01806, -1.28890, -1.44498], [2.99596, -1.70670, 0.24392], [-0.76644, 1.77030, -0.57788], [0.35786, 1.36460, -2.57168], [2.38406, 1.01150, -1.88468], [2.78956, 1.70740, -0.75438], [4.09546, 1.58600, -0.30648], [4.97906, 0.74710, -0.96868], [4.55586, 0.02300, -2.07108], [3.26136, 0.17020, -2.54608], [-0.70424, -0.27220, -3.52048], [-0.09684, -1.43950, -3.95328], [-0.88404, -2.46710, -4.45058], [-2.25844, -2.31850, -4.53058], [-2.85454, -1.13370, -4.12808], [-2.07874, -0.10840, -3.61368], [0.05386, 3.18000, -3.66678], [-0.55984, 3.12460, -4.90698], [-0.87474, 4.31030, -5.55108], [-0.57584, 5.52410, -4.95208], [0.06466, 5.56500, -3.72298], [0.38296, 4.38620, -3.07018], [2.10106, 2.37860, -0.24448], [4.42726, 2.16510, 0.54412], [6.00156, 0.67180, -0.63278], [5.23806, -0.64680, -2.57478], [2.95246, -0.36850, -3.43138], [0.97606, -1.56520, -3.91798], [-0.41734, -3.38460, -4.77498], [-2.86694, -3.12280, -4.91318], [-3.92264, -1.00250, -4.21428], [-2.54064, 0.81930, -3.29218], [-0.79184, 2.17290, -5.36928], [-1.35484, 4.28020, -6.51848], [-0.84484, 6.44420, -5.44648], [0.31536, 6.51360, -3.26918], [0.87436, 4.41270, -2.10408]]
}


# 2
{
  "formula": "C9H17Br3O6",
  "method": "wB97M-V/def2-TZVPD",
  "largest_force_ev_per_a": 4.2,
  "smiles": "CCOC(=O)OC.CCOC(=O)OC.BrC(Br)Br",
  "gap_ha": 0.3585,
  "spin_multiplicity": 1,
  "e_above_lowest_ev": 0.000,
  "energy_ha": -8526.5503,
  "elements": ["C", "C", "O", "C", "O", "O", "C", "H", "H", "H", "H", "H", "H", "H", "H", "C", "C", "O", "C", "O", "O", "C", "H", "H", "H", "H", "H", "H", "H", "H", "Br", "C", "Br", "Br", "H"],
  "xyz": [[-0.30646, 1.11986, 2.69775], [0.93991, 0.98983, 1.82314], [0.96737, 2.08431, 0.80275], [1.75207, 3.18470, 1.00878], [2.74774, 3.30981, 1.77614], [1.33165, 4.12233, 0.18330], [2.17286, 5.24901, 0.00830], [-1.10552, 1.64199, 2.17145], [-0.01299, 1.61254, 3.62470], [-0.70833, 0.15953, 3.02081], [0.88180, 0.03693, 1.29711], [1.88617, 1.02085, 2.36327], [2.65291, 5.76173, 0.84183], [1.41898, 5.99163, -0.25299], [2.92664, 5.14887, -0.77264], [-3.39795, 1.63137, -2.72265], [-4.04425, 0.23206, -2.89541], [-3.17309, -0.72047, -2.27614], [-2.37526, -1.47484, -3.04158], [-2.21087, -1.44500, -4.24720], [-1.91323, -2.43720, -2.22662], [-1.15114, -3.49822, -2.70214], [-3.92393, 2.30111, -3.40301], [-2.34546, 1.68563, -3.00086], [-3.33168, 1.89253, -1.66648], [-4.35616, -0.04668, -3.90195], [-5.01263, 0.32126, -2.40309], [-0.31067, -3.02096, -3.20605], [-1.65754, -3.87731, -3.58981], [-0.76190, -4.15898, -1.92756], [5.84955, -7.18728, 4.78395], [4.40266, -5.75912, 4.66875], [2.82521, -6.28095, 3.53919], [5.25227, -4.07009, 3.93908], [4.09120, -5.52089, 5.68577]]
}


# 3
{
  "formula": "C15H12",
  "method": "wB97M-V/def2-TZVPD",
  "largest_force_ev_per_a": 5.4,
  "gap_ha": [0.2575, 0.2844],
  "spin_multiplicity": 1,
  "e_above_lowest_ev": 5.946,
  "energy_ha": -578.3764,
  "elements": ["C", "C", "C", "C", "C", "C", "C", "C", "C", "C", "C", "C", "C", "C", "C", "H", "H", "H", "H", "H", "H", "H", "H", "H", "H", "H", "H"],
  "xyz": [[2.12274, 1.04219, 0.95664], [2.88672, 1.14658, -0.12983], [2.01922, -1.51638, 0.44466], [2.81128, -1.25945, -0.61961], [1.34444, -0.15077, 0.38602], [2.31250, 0.10387, -0.79531], [-2.74183, 0.06176, 0.91800], [-2.48948, -0.38402, -1.35843], [-2.03671, -1.00337, 1.25057], [-1.75705, -1.46702, -1.09571], [-2.26640, 0.62180, -0.33734], [-0.80464, 0.97912, -0.16506], [-1.01809, -1.33820, 0.14201], [-0.07095, -0.13201, 0.11515], [-0.40480, 2.40733, -0.38694], [2.15525, 1.29674, 2.08618], [3.63840, 1.90443, -0.29144], [2.10892, -2.38041, 1.03585], [3.60748, -1.91171, -1.15539], [-3.67969, 0.46473, 1.49098], [-3.03513, -0.26645, -2.31427], [-2.13054, -1.61282, 2.11469], [-1.59631, -2.45239, -1.57939], [-0.40950, -2.32690, 0.43708], [-1.28633, 2.99429, -0.68011], [0.55519, 2.51885, -1.04098], [0.16533, 2.66021, 0.57195]]
}


# 4
{
  "formula": "C37H41GdN3OS3",
  "method": "wB97M-V/def2-TZVPD",
  "total_charge": -1,
  "largest_force_ev_per_a": 4.1,
  "s_squared": 16.064,
  "gap_ha": [0.1778, 0.1775],
  "spin_multiplicity": 8,
  "e_above_lowest_ev": 1.151,
  "energy_ha": -3634.1209,
  "elements": ["Gd", "O", "C", "N", "C", "C", "C", "C", "C", "C", "N", "C", "C", "C", "C", "C", "N", "H", "H", "H", "H", "H", "H", "H", "H", "H", "H", "C", "C", "S", "C", "C", "S", "C", "C", "S", "H", "H", "H", "H", "H", "H", "H", "H", "H", "H", "H", "H", "C", "C", "C", "C", "H", "H", "H", "H", "H", "H", "H", "H", "H", "C", "C", "C", "C", "C", "C", "C", "C", "C", "C", "C", "C", "C", "C", "C", "H", "H", "H", "H", "H", "H", "H", "H", "H", "H"],
  "xyz": [[1.05484, -0.91444, -0.90981], [-1.29923, -2.14146, -4.36278], [-0.81359, -2.04869, -3.22476], [0.50900, -1.84687, -2.95756], [1.31256, -1.48219, -4.14275], [1.88412, -0.10487, -4.03070], [2.18801, 0.65012, -5.16689], [2.70506, 1.92538, -5.07810], [2.80693, 2.50992, -3.85182], [2.44067, 1.77020, -2.73604], [1.97978, 0.47941, -2.83344], [-1.70054, -2.25840, -2.05305], [-3.00746, -2.76715, -2.11543], [-3.47817, -3.49259, -1.04441], [-2.47932, -3.99639, -0.09764], [-1.31978, -3.27377, 0.01146], [-1.18928, -1.98581, -0.73651], [0.69806, -1.51841, -5.05197], [2.16478, -2.20351, -4.28334], [2.13635, 0.27938, -6.21905], [2.98227, 2.37513, -5.96892], [3.18778, 3.50296, -3.62678], [2.55089, 2.12177, -1.72634], [-3.69521, -2.70971, -2.97767], [-4.48386, -3.90661, -0.95431], [-2.61892, -4.79574, 0.59464], [-0.41929, -3.47997, 0.65626], [-1.12829, 4.73320, -0.47689], [-2.38626, 3.99765, 0.00468], [-2.11508, 2.40683, 0.93757], [-3.18746, 1.26645, -0.06187], [-2.37031, 0.27902, -0.90630], [-1.02537, 0.89207, -2.01610], [-1.62984, 2.41543, -2.85161], [-0.64594, 3.57514, -3.01754], [0.12164, 3.97729, -1.44994], [-1.55482, 5.56487, -1.01913], [-0.54830, 5.08655, 0.41050], [-2.96725, 4.67360, 0.67565], [-2.94806, 3.88658, -0.91502], [-3.73941, 0.73014, 0.68770], [-3.93090, 1.84015, -0.63998], [-2.78312, -1.15167, 0.44678], [-3.00756, -0.27737, -1.58011], [-1.96801, 2.10664, -3.89339], [-2.54506, 2.65581, -2.21400], [0.23228, 3.31156, -3.61207], [-1.07169, 4.46839, -3.48402], [4.12402, -0.04450, 0.71933], [4.19282, -1.48076, 0.22626], [5.25018, -2.19339, 1.04184], [2.85146, -2.06376, 0.29752], [5.07575, 0.52431, 0.55719], [3.89355, -0.05876, 1.78597], [3.26820, 0.55869, 0.29578], [4.60702, -1.44602, -0.81279], [5.11544, -2.06669, 2.16034], [6.20169, -1.95163, 0.72581], [5.10049, -3.32626, 0.90067], [2.47000, -2.19457, 1.33482], [2.81058, -3.03733, -0.27717], [-1.81529, -0.84536, 0.04039], [-0.64366, -0.43672, 0.88681], [-0.69640, -0.40270, 2.21165], [0.56428, -0.07818, 2.98917], [1.43714, 0.93143, 2.67308], [2.55073, 1.23480, 3.44361], [2.78354, 0.50471, 4.61475], [1.94177, -0.50235, 4.99673], [0.86079, -0.77123, 4.15200], [-1.86672, -0.74041, 3.14074], [-2.14952, 0.24235, 4.10484], [-3.23342, 0.07047, 4.92962], [-4.08739, -1.06108, 4.70208], [-3.89548, -1.88386, 3.64683], [-2.70995, -1.88456, 2.92262], [1.21796, 1.64834, 1.89593], [3.16815, 2.06408, 3.08720], [3.58349, 0.83350, 5.25611], [2.06533, -1.14795, 5.83601], [0.23164, -1.64509, 4.35625], [-1.56712, 1.12120, 4.23080], [-3.43468, 0.75729, 5.75253], [-5.00445, -1.11715, 5.32487], [-4.68152, -2.63159, 3.56408], [-2.47805, -2.60524, 2.14853]]
}